DFT (ωB97M-V with the def2-TZVPD basis set) results for a structure of composition C4H10N2O2 in a non-equilibrium geometry.

Spin multiplicity: 2
Frontier orbital gap (alpha / beta) in eV: 6.78 / 6.72
Total charge: -1
LUMO (alpha / beta) in Ha: 0.1316 / 0.1257

Atoms and positions in Å:
N1 -1.5720 0.3864 1.4157
C1 -0.6144 0.8194 0.4770
C2 -0.6925 0.3785 -0.9019
O1 -3.4971 0.0011 -0.5210
C3 0.6189 -0.2202 -0.1338
N2 1.7267 0.4315 -0.5460
C4 2.9447 -0.1088 -0.0147
O2 0.4140 -1.5171 0.4039
H1 -2.4847 0.3132 0.9184
H2 -1.3238 -0.4683 1.8856
H3 0.0775 1.5276 0.9183
H4 -1.4433 -0.3606 -1.1417
H5 -0.4144 1.1087 -1.6494
H6 -4.4161 -0.0558 -0.8446
H7 0.6111 -1.4861 -0.6609
H8 3.2986 0.3677 0.9243
H9 2.9691 -1.1921 0.1569
H10 3.7977 0.0748 -0.6860

***

DFT (ωB97M-V with the def2-TZVPD basis set) results for a cluster of 2 separate species, C4H10N2O2 in total in a non-equilibrium geometry.

Spin multiplicity: 1
Structure (SMILES): CC(N)=O.CC(N)=O
Frontier orbital gap in eV: 9.85
LUMO in Ha: 0.0213

Atoms and positions in Å:
C1 -0.7250 2.2448 0.7381
C2 0.1030 2.5603 -0.4833
N1 0.8678 1.4865 -1.0613
O1 0.3575 3.6479 -0.8870
H1 -0.6332 1.1252 0.8235
H2 -1.8712 2.3711 0.7026
H3 -0.2335 2.5917 1.7575
H4 1.4167 1.6334 -1.8046
H5 0.4742 0.5833 -1.1859
C3 -1.3119 -3.2313 0.7335
C4 -0.1420 -2.2227 0.2917
N2 1.1203 -2.5371 0.8518
O2 -0.2669 -1.2838 -0.4936
H6 -1.0981 -4.2913 0.6151
H7 -2.0928 -2.9304 0.1072
H8 -1.4922 -3.2167 1.8728
H9 2.0468 -2.0964 0.6570
H10 1.2976 -3.4356 1.2854

***

DFT (ωB97M-V with the def2-TZVPD basis set) results for the molecule C4H10N2O2 in a non-equilibrium geometry.

Spin multiplicity: 1
Structure (SMILES): [H]/N=C/[C@@H](C)N(O)OC
Frontier orbital gap in eV: 10.40
LUMO in Ha: 0.0318

Atoms and positions in Å:
H1 0.2108 -2.3893 2.1624
N1 0.3893 -1.4065 1.9367
C1 0.2097 -1.2035 0.6697
C2 0.7375 0.0695 -0.0157
C3 2.0487 -0.2111 -0.7442
N2 -0.3549 0.5825 -0.8598
O1 -0.4171 -0.2261 -2.0357
O2 -1.5929 0.1892 0.0173
C4 -2.0396 1.3229 0.7479
H2 -0.1448 -2.0022 -0.0007
H3 0.9161 0.8157 0.7656
H4 2.8859 0.0192 -0.0769
H5 2.1681 0.4204 -1.6304
H6 2.1359 -1.2579 -1.0514
H7 -0.6544 0.4366 -2.7090
H8 -2.0188 2.2288 0.1330
H9 -3.0731 1.1524 1.0610
H10 -1.4063 1.4595 1.6302

***

DFT (ωB97M-V with the def2-TZVPD basis set) results for a structure of composition C4H10N2O2 in a non-equilibrium geometry.

Spin multiplicity: 1
Frontier orbital gap in eV: 10.46
LUMO in Ha: 0.0305

Atoms and positions in Å:
C1 1.9763 -0.7775 -1.0282
C2 -0.4467 -0.4380 1.5988
C3 -0.9344 0.5060 -0.3935
C4 -0.2503 1.8307 -0.3151
H1 1.5453 -0.5637 -1.8956
H2 1.8869 -1.8863 -0.7171
H3 3.0325 -0.4464 -1.0083
H4 -0.3667 0.5402 2.1345
H5 -1.5087 -0.6289 1.6870
H6 0.0376 -1.1408 2.1343
H7 0.3004 1.6559 0.8918
H8 -0.9734 2.7607 -0.3366
H9 0.5662 1.8046 -1.0702
H10 -1.5423 -1.4328 -0.2353
N1 -0.2003 -0.5981 0.1932
N2 -1.9785 0.1616 -0.9046
O1 1.1802 -0.1439 0.0414
O2 -2.3241 -1.2033 -0.7766

***

Sequential energy output: -418.2234; -418.3973; -418.2504; -418.1703 hartree
Sequential energy above the lowest of the compared OMol25 structures with the same formula, charge and spin output: 516.7; 167.2; 553.0; 763.0 kJ/mol